Entry 1:
A molecular structure, C14H17ClEuN2O4S4Sb, computed with wB97M-V/def2-TZVPD.

The electronic energy is -107681.1395 eV.

The geometry in ORCA input format:
```
! RIJCOSX wB97M-V def2-TZVPD def2/J DEFGRID3
* xyz 0 7
Eu -1.175 -2.536 -1.287
S -2.760 1.124 -3.885
C -2.425 -0.557 -3.750
S -3.725 -1.424 -3.061
S -0.820 -1.061 -4.159
O 0.171 -4.330 -0.949
Cl 0.540 -5.138 -2.136
O 0.208 -6.407 -1.820
O 1.944 -4.948 -2.383
O -0.217 -4.491 -3.267
S 0.322 1.879 3.340
C -0.186 0.488 2.383
C 0.476 -0.688 2.313
C -0.167 -1.752 1.631
N -1.296 -1.594 0.968
C -1.979 -0.402 0.994
C -1.435 0.652 1.673
C 0.809 0.990 4.823
C -0.078 0.304 5.681
C 0.408 -0.617 6.634
N 1.711 -0.748 6.930
C 2.565 -0.063 6.119
C 2.157 0.843 5.151
H 1.469 -0.744 2.709
H 0.197 -2.794 1.529
H -2.997 -0.346 0.577
H -2.065 1.538 1.784
H -1.151 0.243 5.483
H -0.296 -1.239 7.168
H 3.616 -0.293 6.384
H 2.923 1.237 4.483
C 0.261 1.845 -6.248
Sb -0.503 1.985 -4.150
C -0.437 4.105 -3.311
C 0.924 1.659 -2.531
H 1.335 1.457 -6.174
H 0.117 2.748 -6.763
H -0.425 1.060 -6.599
H -1.131 4.161 -2.420
H -0.900 4.769 -4.049
H 0.659 4.325 -3.086
H 0.219 1.290 -1.745
H 1.430 2.590 -2.155
H 1.707 0.880 -2.828
*
```

These are the Löwdin partial charges, in e, on atoms 1 to 8: number 1, Eu, carries 1.51; number 2, S, carries 0.35; number 3, C, carries -1.87; number 4, S, carries 0.31; number 5, S, carries 0.34; number 6, O, carries -0.59; number 7, Cl, carries 0.65; number 8, O, carries -0.25

***

Entry 2:
A molecular structure, C14H17CuIN2O, computed with wB97M-V/def2-TZVPD.

The electronic energy is -72559.8469 eV.

The geometry in ORCA input format:
```
! RIJCOSX wB97M-V def2-TZVPD def2/J DEFGRID3
* xyz 0 2
C 2.241 3.013 0.334
C 2.856 1.595 0.226
H 2.470 3.530 -0.602
H 2.759 3.526 1.153
H 1.163 3.205 0.519
H 2.512 0.906 -0.576
H 3.870 1.844 -0.136
H 3.018 1.028 1.153
C -1.996 1.970 -0.307
C -3.299 1.685 -0.717
C -3.546 0.493 -1.398
C -2.510 -0.407 -1.604
H -1.739 2.907 0.199
H -4.085 2.403 -0.485
H -4.540 0.253 -1.759
H -2.635 -1.364 -2.113
N -0.987 1.095 -0.498
C -1.240 -0.108 -1.104
C -0.150 -1.098 -1.115
N 0.977 -0.703 -0.487
C 1.977 -1.569 -0.324
C 0.794 -3.290 -1.520
C 1.934 -2.867 -0.832
H 2.851 -1.206 0.217
H 2.802 -3.504 -0.701
C -0.274 -2.402 -1.654
H -1.206 -2.673 -2.152
H 0.724 -4.293 -1.939
Cu 0.827 1.504 0.242
I -0.096 1.540 2.976
C -1.377 -1.209 2.518
C -0.015 -0.599 2.565
O 1.050 -1.124 2.367
H -1.825 -1.114 1.516
H -2.017 -0.699 3.241
H -1.286 -2.267 2.795
*
```

These are the Löwdin partial charges, in e, on atoms 1 to 8: number 1, C, carries -0.18; number 2, C, carries -0.21; number 3, H, carries 0.09; number 4, H, carries 0.10; number 5, H, carries 0.03; number 6, H, carries 0.06; number 7, H, carries 0.10; number 8, H, carries 0.09

***

Entry 3:
A molecular structure, C14H17F3N2O3PtS, computed with wB97M-V/def2-TZVPD.

The electronic energy is -46146.6309 eV.

The geometry in ORCA input format:
```
! RIJCOSX wB97M-V def2-TZVPD def2/J DEFGRID3
* xyz 0 3
C -1.037 1.534 2.226
C -1.029 -0.992 2.421
H -0.130 2.103 2.462
H -1.431 1.105 3.151
H -1.807 2.208 1.827
H -0.617 -2.000 2.282
H -0.590 -0.580 3.332
H -2.119 -1.045 2.514
C 0.066 2.695 -0.659
C 0.318 3.550 -1.732
C 0.480 3.025 -3.021
C 0.398 1.647 -3.200
H -0.054 3.023 0.373
H 0.380 4.619 -1.543
H 0.660 3.684 -3.871
H 0.535 1.166 -4.164
N -0.059 1.368 -0.859
C 0.120 0.826 -2.099
C -0.023 -0.620 -2.126
N -0.303 -1.162 -0.904
C -0.445 -2.493 -0.759
C -0.088 -2.808 -3.136
C -0.355 -3.340 -1.865
H -0.637 -2.847 0.252
H -0.504 -4.404 -1.714
C 0.092 -1.436 -3.259
H 0.315 -0.953 -4.208
H -0.035 -3.460 -4.009
Pt -0.630 0.124 0.703
C -2.681 0.204 0.493
H -3.033 -0.802 0.241
H -2.929 0.893 -0.321
H -3.126 0.546 1.431
F 1.767 -2.120 3.315
C 2.827 -1.440 2.806
F 3.729 -1.254 3.791
F 3.386 -2.188 1.828
S 2.242 0.200 2.127
O 1.456 0.714 3.230
O 3.452 0.892 1.756
O 1.441 -0.183 0.888
*
```

These are the Löwdin partial charges, in e, on atoms 1 to 8: number 1, C, carries -0.25; number 2, C, carries -0.25; number 3, H, carries 0.01; number 4, H, carries 0.02; number 5, H, carries 0.01; number 6, H, carries 0.00; number 7, H, carries 0.00; number 8, H, carries 0.01